Entry from OMol25: C7H12CeO3 as an isolated structure in a non-equilibrium geometry (ωB97M-V/def2-TZVPD).

The geometry in XYZ format:
```
23
Properties=species:S:1:pos:R:3
C 1.046 -1.500 -3.102
C 0.478 -0.293 -2.919
H 0.707 -2.372 -2.539
H 1.590 -1.728 -4.022
H -0.342 -0.162 -2.208
H 0.544 0.480 -3.688
H 2.109 -0.409 -1.923
O 2.206 -3.288 5.003
C 1.765 -2.469 4.154
O 0.592 -2.014 4.226
O 2.567 -2.148 3.143
C 2.057 -1.279 2.134
C 3.181 -1.033 1.142
C 2.918 0.028 0.166
C 3.300 0.006 -1.168
Ce 0.032 -3.441 6.696
H 1.722 -0.338 2.590
H 1.200 -1.754 1.638
H 3.542 -1.953 0.664
H 4.050 -0.596 1.688
H 2.392 0.918 0.531
H 3.514 0.978 -1.623
H 4.065 -0.720 -1.459
```

Properties
2S+1   3
Charge   +2
Gap between HOMO and LUMO (alpha / beta)   6.75 / 8.48 eV